Here is C40H43AsN3O2PPdSi as an isolated structure in a non-equilibrium geometry from the OMol25 dataset. Energies are from ωB97M-V/def2-TZVPD.

Properties
Molecular weight in g/mol: 838.2
HOMO-LUMO gap in eV: 4.4638
Max |F| in hartree/bohr: 0.022
HOMO level in eV: -0.552
Energy above the lowest of the compared OMol25 structures with the same formula, charge and spin in kcal/mol: 27.8

ORCA input file:
```
! wB97M-V def2-TZVPD RIJCOSX def2/J DEFGRID3
* xyz -2 1
Pd 2.553 -0.214 -1.107
N 5.960 0.399 -0.928
C 5.591 0.084 0.457
C 4.750 1.216 1.071
O 5.269 1.926 1.947
O 3.569 1.304 0.618
H 6.145 -0.431 -1.474
H 6.775 0.999 -0.947
H 6.463 -0.092 1.098
H 4.968 -0.813 0.442
C -1.569 0.049 -0.545
C -2.509 -0.067 0.645
As -4.387 0.189 0.132
C -4.342 2.093 -0.319
C -3.338 2.959 0.109
C -3.336 4.288 -0.288
C -4.346 4.773 -1.108
C -5.355 3.923 -1.535
C -5.345 2.588 -1.149
C -5.103 0.317 1.957
C -5.277 -0.877 2.654
C -5.749 -0.878 3.959
C -6.069 0.321 4.582
C -5.905 1.514 3.896
C -5.422 1.513 2.592
P 0.286 -0.164 -0.254
C 0.302 0.875 1.283
C 0.442 0.443 2.598
C 0.405 1.345 3.654
C 0.219 2.699 3.422
C 0.079 3.145 2.114
C 0.129 2.243 1.064
C 0.267 -1.867 0.462
C -0.726 -2.804 0.190
C -0.637 -4.112 0.655
C 0.450 -4.505 1.419
C 1.455 -3.585 1.690
C 1.373 -2.293 1.202
H -1.644 1.050 -0.981
H -1.845 -0.639 -1.350
H -2.265 0.670 1.411
H -2.453 -1.043 1.131
H -2.532 2.605 0.737
H -2.530 4.937 0.029
H -4.336 5.808 -1.427
H -6.138 4.291 -2.186
H -6.120 1.919 -1.507
H -5.031 -1.820 2.177
H -5.864 -1.816 4.490
H -6.436 0.323 5.601
H -6.143 2.455 4.377
H -5.284 2.454 2.073
H 0.577 -0.609 2.811
H 0.529 0.981 4.667
H 0.203 3.401 4.248
H -0.046 4.203 1.907
H 0.041 2.607 0.046
H -1.577 -2.533 -0.423
H -1.414 -4.825 0.403
H 0.528 -5.525 1.777
H 2.332 -3.886 2.251
H 2.196 -1.602 1.357
N 2.648 2.582 -1.537
C 2.948 1.580 -2.440
N 2.241 1.687 -3.565
C 1.374 2.724 -3.332
C 0.360 3.247 -4.137
C -0.370 4.333 -3.675
C -0.105 4.907 -2.424
C 0.896 4.400 -1.605
C 1.619 3.307 -2.068
H 2.998 2.532 -0.572
H 3.911 1.071 -2.368
H 0.152 2.798 -5.100
H -1.166 4.742 -4.288
H -0.691 5.755 -2.089
H 1.103 4.837 -0.635
C 4.421 -5.679 -3.377
Si 3.256 -5.163 -1.987
C 3.957 -5.895 -0.400
C 1.620 -6.039 -2.304
C 3.074 -3.403 -1.882
C 2.851 -2.191 -1.784
H 4.588 -6.761 -3.390
H 5.385 -5.179 -3.260
H 4.011 -5.380 -4.345
H 4.002 -6.988 -0.442
H 3.333 -5.604 0.446
H 4.963 -5.511 -0.215
H 1.753 -7.120 -2.412
H 1.156 -5.650 -3.213
H 0.931 -5.849 -1.478
*
```